1.
C26H31BLiN5O4S | ωB97M-V with the def2-TZVPD basis set

**ΔE to the lowest compared entry with this formula, charge and spin**: 0.00 kcal/mol
**HOMO**: -6.63 eV
**Gap between HOMO and LUMO**: 0.2659 Ha
**F_max**: 0.00237 Eh/bohr
**Charge**: 0

Cartesian coordinates (Å):
Li  0.032  0.725  0.363
C  -2.710  -0.790  5.580
C  -2.042  -2.089  5.145
C  -2.374  -3.233  6.095
C  -0.525  -1.933  5.069
N  -0.121  -0.896  4.133
C  -0.236  -0.851  2.804
N  0.201  0.319  2.398
N  0.583  0.988  3.507
N  0.392  0.272  4.550
H  -3.792  -0.912  5.619
H  -2.491  0.031  4.897
H  -2.366  -0.497  6.575
H  -2.400  -2.352  4.143
H  -2.025  -3.008  7.106
H  -1.911  -4.169  5.778
H  -3.452  -3.392  6.145
H  -0.051  -2.868  4.770
H  -0.119  -1.636  6.036
H  -0.610  -1.641  2.171
O  -0.821  -2.591  0.218
B  -0.725  -1.336  -0.510
O  -0.873  -1.724  -1.892
C  -1.029  -3.077  -1.958
C  -1.182  -3.879  -3.068
C  -1.307  -5.253  -2.850
C  -1.277  -5.782  -1.566
C  -1.120  -4.959  -0.449
C  -0.997  -3.606  -0.676
H  -1.207  -3.457  -4.064
H  -1.431  -5.916  -3.696
H  -1.377  -6.850  -1.428
H  -1.095  -5.364  0.554
C  2.755  -1.392  0.140
N  2.495  -0.960  -1.219
C  2.497  -1.980  -2.248
C  1.973  0.247  -1.457
O  1.760  1.108  -0.604
H  3.699  -1.938  0.173
H  1.947  -2.041  0.489
H  2.812  -0.520  0.785
H  3.481  -2.449  -2.308
H  2.259  -1.529  -3.210
H  1.749  -2.747  -2.031
H  1.757  0.425  -2.520
O  -0.877  2.407  -0.083
S  -0.267  3.380  -1.044
C  -1.622  4.456  -1.520
C  -1.349  5.612  -2.237
C  -2.397  6.442  -2.602
C  -3.698  6.117  -2.238
C  -3.953  4.965  -1.508
C  -2.910  4.125  -1.141
C  -0.111  2.527  -2.615
C  -0.882  1.402  -2.853
C  -0.721  0.727  -4.055
C  0.194  1.181  -4.996
C  0.971  2.303  -4.734
C  0.828  2.978  -3.530
H  -0.330  5.864  -2.506
H  -2.199  7.346  -3.163
H  -4.515  6.769  -2.519
H  -4.966  4.719  -1.218
H  -3.075  3.225  -0.562
H  -1.556  1.033  -2.091
H  -1.297  -0.170  -4.238
H  0.316  0.649  -5.931
H  1.699  2.644  -5.460
H  1.453  3.832  -3.299

2.
C3H8O3 | ωB97M-V with the def2-TZVPD basis set

**ΔE to the lowest compared entry with this formula, charge and spin**: 50.41 kcal/mol
**HOMO**: -10.38 eV
**Gap between HOMO and LUMO**: 0.4110 Ha
**F_max**: 0.08272 Eh/bohr
**Charge**: 0

Cartesian coordinates (Å):
O  6.769  0.280  -1.977
C  6.519  -0.856  -2.186
O  5.353  -1.494  -1.648
H  6.761  -1.529  -3.080
H  4.732  -0.807  -1.261
C  -3.828  1.080  1.667
C  -2.930  0.058  1.022
O  -2.459  0.226  -0.322
H  -4.828  0.671  1.907
H  -3.862  2.049  1.278
H  -3.535  1.312  2.665
H  -2.013  0.073  1.724
H  -3.505  -0.816  1.097
H  -3.175  -0.249  -0.886

3.
C7H14N2 | ωB97M-V with the def2-TZVPD basis set

**ΔE to the lowest compared entry with this formula, charge and spin**: 64.90 kcal/mol
**HOMO**: -7.81 eV
**Gap between HOMO and LUMO**: 0.3213 Ha
**F_max**: 0.06155 Eh/bohr
**Charge**: 0

Cartesian coordinates (Å):
C  -0.360  -0.249  2.774
C  -0.794  -0.013  1.339
C  -1.815  -0.888  0.772
C  -0.143  0.965  0.727
N  0.549  1.959  0.510
H  -0.775  0.519  3.428
H  -0.721  -1.217  3.120
H  0.723  -0.243  2.892
H  -2.800  -0.425  0.733
H  -1.489  -1.006  -0.429
H  -1.863  -1.867  1.243
H  0.125  2.868  0.701
C  0.947  1.074  -2.210
C  0.459  -0.168  -1.521
C  1.496  -1.022  -0.856
N  -0.720  -0.664  -1.702
H  0.120  1.738  -2.458
H  1.658  1.615  -1.589
H  1.455  0.790  -3.135
H  2.133  -0.420  -0.211
H  1.028  -1.806  -0.266
H  2.124  -1.483  -1.623
H  -1.337  -0.057  -2.237

4.
C5H11N2S | ωB97M-V with the def2-TZVPD basis set

**ΔE to the lowest compared entry with this formula, charge and spin**: 115.34 kcal/mol
**HOMO**: -12.01 eV
**Gap between HOMO and LUMO**: 0.3025 Ha
**F_max**: 0.12283 Eh/bohr
**Charge**: +1

Cartesian coordinates (Å):
C  -0.902  -0.839  -1.650
N  -0.386  -0.103  -0.364
C  -0.262  1.386  -0.676
C  -1.073  -0.184  0.948
C  -0.087  -0.126  1.827
N  1.281  -0.327  1.332
S  2.382  1.248  1.476
C  0.907  -0.701  -0.052
H  -0.399  -0.368  -2.475
H  -0.887  -1.805  -1.404
H  -1.992  -0.492  -1.900
H  -1.118  2.024  -0.549
H  0.548  1.849  0.123
H  0.086  1.597  -1.723
H  -2.101  0.088  1.105
H  -0.151  0.073  2.871
H  1.829  -1.083  1.840
H  1.740  -0.544  -0.699
H  0.586  -1.692  -0.032

5.
C5H8O2 | ωB97M-V with the def2-TZVPD basis set

**ΔE to the lowest compared entry with this formula, charge and spin**: 57.93 kcal/mol
**HOMO**: -9.18 eV
**Gap between HOMO and LUMO**: 0.3659 Ha
**F_max**: 0.00674 Eh/bohr
**Charge**: 0

Cartesian coordinates (Å):
C  1.837  -0.067  0.673
C  0.593  0.056  -0.153
C  -0.154  -0.867  -1.080
C  -0.867  -0.214  0.080
O  -1.482  -0.937  1.084
C  -1.062  1.267  -0.171
O  0.312  1.399  -0.581
H  2.739  0.007  0.054
H  1.879  -0.978  1.279
H  1.835  0.798  1.343
H  -0.361  -0.539  -2.097
H  -0.035  -1.943  -0.962
H  -2.248  -1.384  0.698
H  -1.757  1.611  -0.946
H  -1.229  1.790  0.780

6.
C39H33Cl3N2O5S4TeTi | ωB97M-V with the def2-TZVPD basis set

**2S+1**: 2
**ΔE to the lowest compared entry with this formula, charge and spin**: 1.54 kcal/mol
**HOMO (spin up / spin down)**: -5.06 / -5.09 eV
**Gap between HOMO and LUMO (spin up / spin down)**: 0.2614 / 0.2175 Ha
**F_max**: 0.01814 Eh/bohr
**Charge**: -1

Cartesian coordinates (Å):
Ti  1.186  -0.574  -2.227
Cl  -3.127  -6.226  -0.875
C  -1.875  -5.003  -0.939
C  -0.969  -4.894  0.103
C  0.019  -3.926  0.052
C  0.136  -3.080  -1.055
O  1.072  -2.154  -1.116
C  -0.819  -3.179  -2.075
C  -0.785  -2.176  -3.175
O  -0.569  -0.866  -2.692
C  -1.814  -4.143  -2.019
H  -1.039  -5.561  0.952
H  0.741  -3.840  0.855
H  -1.721  -2.195  -3.744
H  -2.546  -4.217  -2.813
O  3.151  -7.124  -3.096
C  2.844  -5.965  -3.203
S  1.348  -5.383  -3.919
C  1.656  -3.665  -3.706
C  2.812  -3.303  -3.098
S  3.436  -1.732  -2.693
S  3.834  -4.630  -2.590
S  0.512  -2.572  -4.463
Cl  1.979  -0.131  -6.789
C  0.930  0.992  -5.985
C  0.121  1.821  -6.794
C  -0.664  2.781  -6.236
Cl  -1.651  3.791  -7.265
C  -0.678  2.981  -4.831
C  -1.406  3.988  -4.159
C  -1.299  4.104  -2.803
C  -0.478  3.191  -2.104
N  0.172  2.232  -2.700
C  0.111  2.124  -4.042
C  0.940  1.096  -4.612
O  1.683  0.345  -3.839
H  0.143  1.684  -7.865
H  -2.030  4.662  -4.731
H  -1.834  4.874  -2.263
H  -0.379  3.247  -1.027
C  3.473  1.674  -1.360
C  2.598  1.057  -0.284
O  2.988  1.074  0.884
N  1.407  0.528  -0.682
Te  0.371  -0.365  1.219
C  0.227  -0.775  3.358
C  1.370  -0.939  4.135
C  2.770  -0.731  3.626
C  1.226  -1.294  5.479
C  -0.014  -1.491  6.056
C  -0.150  -1.882  7.501
C  -1.140  -1.339  5.252
C  -1.043  -0.993  3.912
C  -2.308  -0.880  3.105
C  -0.575  1.518  1.469
C  -0.093  2.452  2.383
C  1.129  2.236  3.229
C  -0.795  3.648  2.545
C  -1.959  3.923  1.847
C  -2.691  5.222  2.033
C  -2.421  2.968  0.952
C  -1.744  1.773  0.738
C  -2.320  0.806  -0.256
H  4.043  2.487  -0.913
H  2.894  2.025  -2.215
H  4.178  0.918  -1.716
H  2.824  -0.480  2.567
H  3.369  -1.626  3.798
H  3.247  0.090  4.165
H  2.119  -1.413  6.084
H  0.810  -1.827  8.013
H  -0.523  -2.903  7.600
H  -0.850  -1.228  8.024
H  -2.123  -1.505  5.678
H  -3.157  -1.239  3.685
H  -2.253  -1.470  2.188
H  -2.507  0.154  2.814
H  1.913  1.703  2.688
H  0.878  1.662  4.123
H  1.529  3.199  3.545
H  -0.410  4.381  3.245
H  -2.257  5.807  2.842
H  -3.743  5.052  2.265
H  -2.654  5.828  1.126
H  -3.325  3.160  0.384
H  -3.044  1.315  -0.893
H  -2.835  -0.017  0.251
H  -1.574  0.363  -0.909